(1)
A single CH3N3S2 molecule, computed with ωB97M-V/def2-TZVPD.

Each line ends with the Mulliken charge.
Atoms and positions in Å:
C  -0.49704  -1.42617  0.15239  0.012
N  0.55045  -1.02558  -0.48690  0.073
N  1.08374  0.01916  -0.76276  -0.280
N  1.26771  1.03953  0.08567  -0.254
S  -1.98950  -0.63040  0.39317  0.054
S  -1.73975  1.29354  0.05312  -0.428
H  -0.41040  -2.51636  0.43554  0.315
H  1.32679  1.90739  -0.47532  0.355
H  0.40800  1.33888  0.60508  0.153

Results
**Energy**: -27222.91536 eV
**Relative energy (zero: lowest compared OMol25 entry of this formula, charge and spin)**: 35.71 kcal per mole
**HOMO-LUMO gap (spin up / spin down)**: 7.00 / 7.00 eV
**Net charge**: 0
**HOMO level (spin up / spin down)**: -0.30214 / -0.30219 Eh

(2)
5 unconnected molecules or ions with the total composition C5H21N2O5, computed with ωB97M-V/def2-TZVPD.

Each line ends with the Mulliken charge.
Atoms and positions in Å:
N  0.12105  -1.17213  -0.13877  -0.067
C  -0.59738  0.17732  -0.00190  0.363
C  0.49882  1.25399  -0.23333  0.365
C  1.10426  1.40213  -1.60209  -1.392
C  1.55042  1.24598  0.88375  -1.282
C  -1.61066  0.23276  -1.06895  -0.215
N  -2.74595  0.94851  -0.79576  -0.317
O  -1.55786  -0.37789  -2.12777  -0.624
H  1.01913  -0.95494  -0.60628  0.353
H  -0.44173  -1.92965  -0.50824  0.370
H  0.45150  -1.52190  0.78211  0.225
H  -0.97638  0.33372  1.05596  0.527
H  -0.00274  2.21398  0.03833  0.204
H  1.63748  2.36512  -1.73537  0.407
H  0.47593  1.36247  -2.48505  0.395
H  1.82044  0.61791  -1.93846  0.284
H  1.04476  1.49974  1.84120  0.383
H  1.94617  0.26061  1.08485  0.218
H  2.31096  2.00498  0.69530  0.410
H  -2.74942  1.51330  0.02892  0.228
H  -3.36539  0.98681  -1.58429  0.269
H  -2.57068  -3.07237  0.99857  0.292
H  -2.71210  -2.77160  -0.50254  0.305
O  -2.06579  -2.82145  0.21680  -0.623
H  -2.87539  4.42791  0.99006  0.317
H  -2.78324  4.11333  -0.49072  0.317
O  -2.99629  3.69339  0.35177  -0.637
H  4.13018  -2.26579  -0.77325  0.302
H  3.94024  -2.71343  0.85484  0.314
O  3.60877  -2.50773  -0.01349  -0.598
H  1.74614  -2.45198  2.92135  0.278
H  1.36537  -3.49551  1.76717  0.289
O  1.27937  -2.59758  2.09524  -0.662

Results
**Energy**: -18738.07946 eV
**Relative energy (zero: lowest compared OMol25 entry of this formula, charge and spin)**: 32.44 kcal per mole
**HOMO-LUMO gap**: 10.84 eV
**Net charge**: +1
**HOMO level**: -0.49331 Eh

(3)
6 unconnected molecules or ions with the total composition C42H34N4O23, computed with ωB97M-V/def2-TZVPD.

Each line ends with the Mulliken charge.
Atoms and positions in Å:
N  7.45382  -1.72650  -2.40882  -0.411
C  6.00948  -2.13244  -2.30109  0.870
N  5.25945  -0.95166  -1.84412  -0.634
N  5.99601  -3.20082  -1.28072  -0.488
C  5.60386  -2.65045  -3.74355  -1.498
N  4.21125  -2.36021  -4.14611  0.320
C  3.99816  -1.16683  -4.89265  0.191
O  4.50068  -0.78122  -5.90899  -0.559
C  2.86268  -0.45001  -4.09604  0.011
C  2.32154  0.88008  -4.22485  -0.643
C  1.24386  1.28092  -3.32907  -0.631
C  0.71707  0.31048  -2.35531  -0.521
C  1.24969  -1.05179  -2.26524  0.542
C  0.64663  -2.08509  -1.25790  -0.649
C  -0.80240  -2.42867  -1.82245  0.222
O  -0.86450  -2.85756  -2.94959  -0.468
C  2.34302  -1.42491  -3.13232  0.853
C  3.15018  -2.74998  -3.28042  0.063
O  2.93865  -3.80686  -2.75647  -0.573
H  7.53924  -0.71334  -2.44928  0.252
H  7.98724  -2.13207  -1.64141  0.076
H  5.43783  -0.13605  -2.43802  0.258
H  5.68957  -0.70663  -0.94297  0.330
H  5.06806  -3.29921  -0.86924  0.269
H  6.30942  -4.07128  -1.71292  0.249
H  5.85456  -3.73860  -3.79794  0.163
H  6.27943  -2.13544  -4.48120  0.435
H  2.75584  1.54738  -5.00779  0.418
H  0.83013  2.31443  -3.40536  0.357
H  -0.12152  0.67508  -1.72010  0.404
H  1.25775  -3.01188  -1.16423  0.394
H  0.47814  -1.57568  -0.26904  0.352
H  -1.74836  -2.24206  -1.23549  0.101
C  -4.80602  -1.41593  -1.34085  -0.934
C  -5.81398  -1.12260  -2.16825  0.288
C  -6.70130  0.05620  -1.92549  0.858
O  -7.59564  0.30072  -2.71150  -0.602
C  -6.45212  0.87060  -0.73351  -0.860
C  -5.44652  0.57100  0.09177  0.282
C  -4.54418  -0.59000  -0.16568  1.169
O  -3.62601  -0.81731  0.60545  -0.666
O  -5.19531  1.30437  1.20103  -0.630
O  -6.07541  -1.86971  -3.25351  -0.559
H  -4.15511  -2.26406  -1.50418  0.456
H  -7.11052  1.70930  -0.55841  0.485
H  -4.41891  0.88149  1.61962  0.346
H  -6.84586  -1.44910  -3.68150  0.354
C  -9.21632  3.64034  2.89257  -0.929
C  -9.48224  4.23556  4.05899  0.098
C  -8.62645  4.01187  5.26338  1.062
O  -8.89494  4.58926  6.29989  -0.608
C  -7.49463  3.09476  5.14115  -0.858
C  -7.22730  2.49462  3.97633  0.352
C  -8.07056  2.74104  2.76142  0.873
O  -7.78841  2.19217  1.71276  -0.461
O  -6.18797  1.64456  3.85076  -0.581
O  -10.53284  5.06548  4.20404  -0.447
H  -9.82733  3.79633  2.01386  0.468
H  -6.89439  2.92853  6.02494  0.435
H  -6.19407  1.33986  2.92058  0.303
H  -10.50690  5.36495  5.13483  0.342
C  10.62844  -1.20373  3.10443  -0.859
C  10.35152  -1.30180  1.80090  0.436
C  9.52916  -2.42846  1.26063  0.476
O  9.28227  -2.47185  0.06712  -0.265
C  9.05459  -3.44310  2.19474  -0.994
C  9.33443  -3.34741  3.49895  0.400
C  10.13296  -2.20755  4.04492  0.913
O  10.34858  -2.15012  5.24048  -0.605
O  8.91083  -4.27012  4.37863  -0.568
O  10.79938  -0.39087  0.91607  -0.612
H  11.21970  -0.39364  3.50859  0.443
H  8.47608  -4.26087  1.78716  0.494
H  9.24063  -3.97285  5.24866  0.347
H  10.46715  -0.68215  0.04630  0.332
C  -14.43394  7.97743  5.71787  -1.004
C  -15.53638  8.52141  5.19286  0.379
C  -16.10181  8.04239  3.89392  0.942
O  -17.11815  8.55375  3.46228  -0.607
C  -15.39646  6.97197  3.19119  -0.871
C  -14.29184  6.43050  3.71468  0.357
C  -13.74357  6.89126  5.02624  0.974
O  -12.74639  6.35540  5.47189  -0.547
O  -13.62251  5.44654  3.08609  -0.549
O  -16.18926  9.52343  5.80793  -0.561
H  -14.01647  8.31302  6.65724  0.431
H  -15.80485  6.64652  2.24447  0.427
H  -12.86480  5.22905  3.66594  0.273
H  -16.94714  9.73515  5.22947  0.351
C  12.07320  -3.79208  -3.70143  -0.829
C  11.01671  -3.60738  -2.90164  0.438
C  9.89113  -4.59653  -2.85757  0.973
O  8.95497  -4.40825  -2.10580  -0.480
C  9.96790  -5.76192  -3.73881  -1.100
C  11.02316  -5.94043  -4.53837  0.352
C  12.15762  -4.96921  -4.56259  0.957
O  13.10775  -5.18181  -5.29391  -0.615
O  11.11413  -7.00345  -5.35893  -0.572
O  10.92621  -2.52429  -2.10471  -0.544
H  12.89338  -3.08862  -3.74248  0.453
H  9.14208  -6.45947  -3.71124  0.437
H  11.96589  -6.90073  -5.82537  0.348
H  10.07848  -2.60448  -1.61661  0.157

Results
**Energy**: -97154.71269 eV
**SMILES string**: NC(N)(N)CN1C(=O)c2cccc(CC=O)c2C1=O.O=C1C=C(O)C(=O)C=C1O.O=C1C=C(O)C(=O)C=C1O.O=C1C=C(O)C(=O)C=C1O.O=C1C=C(O)C(=O)C=C1O.O=C1C=C(O)C(=O)C=C1O
**HOMO-LUMO gap**: 7.08 eV
**Net charge**: 0
**HOMO level**: -0.33066 Eh

(4)
A single C4H8FN3 molecule, computed with ωB97M-V/def2-TZVPD.

Each line ends with the Mulliken charge.
Atoms and positions in Å:
C  -0.25403  0.35168  0.27545  0.394
C  0.46957  -0.39282  -0.86504  -0.098
C  0.91661  -1.86864  -0.62042  -0.846
C  -0.16981  -1.51090  -1.55746  0.109
H  -1.30688  2.58154  1.64913  0.263
H  -0.07978  1.94001  2.56158  0.259
H  0.78278  2.09050  -0.02154  0.208
H  -1.40289  0.21762  1.76838  0.227
H  1.07450  0.37411  -1.47396  0.262
H  0.64734  -1.99957  0.40929  0.374
H  1.92705  -2.13493  -0.96765  0.271
H  -1.26616  -1.71612  -1.36975  0.343
N  -0.31005  2.40292  1.63309  -0.830
N  0.04922  1.70210  0.53279  0.062
N  -1.13626  -0.32278  0.93700  -0.689
F  0.05878  -1.71471  -2.89089  -0.307

Results
**Energy**: -11463.16177 eV
**Relative energy (zero: lowest compared OMol25 entry of this formula, charge and spin)**: 37.79 kcal per mole
**SMILES string**: [H]/N=C(\NN)[C@H]1C[C@@H]1F
**HOMO-LUMO gap**: 10.26 eV
**Net charge**: 0
**HOMO level**: -0.34433 Eh

(5)
A single C3H8O2S molecule, computed with ωB97M-V/def2-TZVPD.

Each line ends with the Mulliken charge.
Atoms and positions in Å:
C  0.86050  -1.71237  -0.15212  -0.361
C  0.38662  0.48272  1.51062  -1.016
C  -1.39529  1.06459  -0.69604  -0.902
O  1.38243  0.97603  -1.01534  -0.655
O  0.91995  -2.25591  -1.39506  -0.428
S  0.27260  0.17926  -0.29807  0.772
H  0.04216  -2.17165  0.41349  0.239
H  0.69124  1.51766  1.65710  0.370
H  -0.54423  0.43070  2.21016  0.333
H  1.21088  -0.21263  1.85807  0.354
H  -1.54076  2.09072  -0.38078  0.322
H  -1.79590  0.92365  -1.71829  0.319
H  -1.97892  0.41681  -0.01516  0.292
H  1.48873  -1.72959  -1.97857  0.362

Results
**Energy**: -18166.20486 eV
**Relative energy (zero: lowest compared OMol25 entry of this formula, charge and spin)**: 116.22 kcal per mole
**SMILES string**: CS(C)(=O)=CO
**HOMO-LUMO gap**: 8.26 eV
**Net charge**: 0
**HOMO level**: -0.28621 Eh

(6)
2 unconnected molecules or ions with the total composition C3H11N2, computed with ωB97M-V/def2-TZVPD.

Each line ends with the Mulliken charge.
Atoms and positions in Å:
C  2.38231  -0.53138  0.73240  -0.170
N  1.71566  0.37038  0.07474  -0.530
H  1.90757  -1.47393  0.80542  0.206
H  3.37604  -0.39807  1.07068  0.259
H  2.41183  1.16340  -0.08066  0.180
H  0.30622  0.75866  -0.52661  0.390
C  -1.48393  -1.24918  -0.20303  -0.875
C  -1.72325  0.23074  0.14776  -0.406
N  -0.71119  1.08440  -0.60810  -0.289
H  -0.39793  -1.39984  -0.05670  0.135
H  -2.00298  -1.88276  0.43800  0.361
H  -1.70293  -1.61170  -1.28567  0.297
H  -2.74606  0.44523  0.05239  0.372
H  -1.32326  0.40840  1.16099  0.313
H  -1.03140  1.03793  -1.60020  0.385
H  -0.87921  2.06816  -0.30693  0.371

Results
**Energy**: -6262.16878 eV
**Relative energy (zero: lowest compared OMol25 entry of this formula, charge and spin)**: 32.58 kcal per mole
**HOMO-LUMO gap**: 12.36 eV
**Net charge**: +1
**HOMO level**: -0.57334 Eh

(7)
2 unconnected molecules or ions with the total composition C4H9NO4, computed with ωB97M-V/def2-TZVPD.

Each line ends with the Mulliken charge.
Atoms and positions in Å:
O  -0.60482  -4.08953  -2.18379  -0.710
H  -0.62304  -3.70661  -1.27753  0.524
H  -0.97047  -4.99682  -2.07710  0.275
O  -0.39013  -2.95544  -0.00715  -0.616
O  -0.09399  1.58400  -1.51543  -0.629
O  0.07675  -0.79818  0.26751  -0.210
C  0.14653  -2.06850  0.65680  0.281
C  -0.21085  2.20708  -0.45186  0.625
N  -0.57855  3.43847  -0.56044  -0.378
C  0.92968  0.25616  0.81527  -0.583
C  0.16173  1.59743  0.89364  -0.625
H  0.62331  -2.09853  1.65652  0.245
H  -0.66903  4.00723  0.28505  0.197
H  -0.86974  3.81700  -1.46513  0.253
H  1.24128  -0.17223  1.78729  0.463
H  1.83765  0.37493  0.19324  0.263
H  -0.70992  1.25459  1.48367  0.253
H  0.70364  2.34897  1.49942  0.372

Results
**Energy**: -13973.37954 eV
**Relative energy (zero: lowest compared OMol25 entry of this formula, charge and spin)**: 40.99 kcal per mole
**SMILES string**: NC(=O)CCOC=O.O
**HOMO-LUMO gap**: 10.26 eV
**Net charge**: 0
**HOMO level**: -0.36019 Eh

(8)
10 unconnected molecules or ions with the total composition H20O10, computed with ωB97M-V/def2-TZVPD.

Each line ends with the Mulliken charge.
Atoms and positions in Å:
H  -0.26961  -1.27955  0.39488  0.014
H  0.04185  0.17725  0.09361  0.278
H  1.29126  -0.19232  2.42688  0.297
H  1.38821  0.88884  1.36304  0.278
H  2.19415  -2.23130  1.73036  0.240
H  3.51569  -2.14987  0.98407  0.225
H  0.34833  -3.93558  0.59333  0.327
H  -0.05165  -2.75922  -0.28202  0.317
H  2.33234  0.25659  -2.60411  0.310
H  2.98255  -0.88103  -1.83398  0.299
H  -2.92231  -0.70115  0.03940  0.324
H  -2.21819  -1.62144  -0.94413  0.289
H  -1.34128  3.19111  -2.71601  0.311
H  -0.28908  4.27770  -2.56689  0.321
H  0.46520  -2.22118  2.77559  0.276
H  -0.94971  -2.07266  2.24079  0.360
H  1.49620  3.21876  -1.00669  0.318
H  0.57129  2.05679  -0.68357  0.313
H  -4.85943  2.99173  -0.26516  0.324
H  -3.66550  2.42602  0.48621  0.305
O  -0.29472  -0.39999  0.78824  -0.489
O  1.88878  0.47818  2.07703  -0.602
O  2.62559  -1.78031  0.99588  -0.376
O  0.70675  -3.30177  -0.03819  -0.562
O  2.90572  0.07961  -1.84985  -0.608
O  -2.70443  -0.79068  -0.89521  -0.600
O  -1.20558  4.13842  -2.83076  -0.624
O  -0.32103  -2.73274  2.55391  -0.625
O  0.95947  2.53581  -1.42441  -0.612
O  -4.62086  2.33399  0.39775  -0.626

Results
**Energy**: -20798.05453 eV
**Relative energy (zero: lowest compared OMol25 entry of this formula, charge and spin)**: 105.11 kcal per mole
**SMILES string**: O.O.O.O.O.O.O.O.O.O
**HOMO-LUMO gap**: 10.08 eV
**Net charge**: 0
**HOMO level**: -0.38580 Eh

Question: net charge of number 2 (C5H21N2O5)?
Answer: +1